Record 1
Formula: C2H12NO2
Source: the OMol25 dataset
Level of theory: the ωB97M-V functional and the def2-TZVPD basis

Element x y z (Å)
N (-0.07804, -1.69109, 0.17204)
H (1.61670, -0.92633, 1.14872)
H (1.52466, -0.76714, -0.66441)
H (-0.32975, -1.89361, 1.14503)
H (-1.27894, 4.55347, 0.36814)
H (-0.48784, 1.91890, -0.20858)
H (-0.45342, -0.72616, -0.00772)
H (-1.59113, -3.19805, -0.07145)
H (0.22381, 4.45431, 0.77643)
H (-0.92372, -2.48608, -1.73684)
H (-0.13427, -3.67312, -0.34450)
H (0.02865, 1.18271, -1.33968)
C (-0.76881, -2.79180, -0.64648)
O (0.14553, 1.17706, -0.37915)
H (2.09399, -2.26898, 0.11491)
C (1.41745, -1.43683, 0.17997)
O (-0.59786, 3.95450, 0.68639)

Summary:
Frontier orbital gap   0.4239 hartree
ΔE to the lowest compared entry with this formula, charge and spin   33.2 kcal per mole
E_LUMO   -0.118 Eh
Charge   +1
Calculated total energy   -7846.7083 eV
F_max   2.185 eV/Å

Here is what Mulliken gives for the atomic charges, in e:
1 N -0.18
2 H 0.33
3 H 0.28
4 H 0.38
5 H 0.32
6 H 0.31
7 H 0.35
8 H 0.35
9 H 0.33
10 H 0.31
11 H 0.36
12 H 0.35
13 C -0.79
14 O -0.69
15 H 0.33
16 C -0.71
17 O -0.64

---

Record 2
Formula: C18H36O36S9
Source: the OMol25 dataset
Level of theory: the ωB97M-V functional and the def2-TZVPD basis

Element x y z (Å)
H (1.51377, -0.26914, 0.63633)
O (-1.03662, -1.63770, -2.31519)
O (5.79204, -0.04685, -3.12544)
C (-0.41649, 0.93042, 5.79495)
H (-4.05158, -4.58906, 0.01118)
S (-3.39046, 3.17812, -1.81913)
H (2.53667, 0.20795, -2.73791)
H (-0.51004, 1.01211, 0.81100)
H (-4.73545, 0.98325, -6.01612)
H (3.70796, -4.14776, 1.55750)
C (4.69726, 0.69367, -2.60689)
O (2.19176, 4.15325, 2.80990)
O (0.63559, 3.63179, 7.28299)
H (-1.07244, -0.51298, 1.48603)
O (-3.87961, -3.13246, 2.34361)
O (-3.26627, 2.58045, -0.48933)
O (5.56935, -1.19057, -5.32651)
C (-4.26193, -2.59893, 0.99557)
O (1.69377, 4.89406, 0.52760)
O (-1.51321, -2.44512, 2.48284)
S (2.25941, -1.54731, 3.83693)
C (3.61689, -2.53610, 5.62563)
O (2.70834, -2.93153, 4.44385)
H (-6.36611, 4.35308, -1.35003)
H (5.41565, -2.41559, -0.27645)
H (0.11624, 1.48134, 3.76378)
C (-0.63907, -0.03710, 0.63295)
H (-0.83684, 2.97224, -0.16344)
H (0.22873, 0.33385, 6.39621)
O (-4.28948, 4.44319, -1.90642)
O (0.15148, 3.41425, 1.51832)
S (-2.37280, -3.58279, 2.26202)
S (-3.98779, -1.33684, -7.48051)
H (3.29275, 0.73885, -4.26010)
O (3.73025, -1.20605, -3.58716)
O (3.51117, -2.61978, -0.96131)
O (-4.23615, 2.21078, -2.66628)
O (2.43724, -4.48959, -2.33833)
H (0.92598, 2.48611, -0.19711)
H (-5.94288, 4.38508, -3.15239)
H (5.26852, -1.59867, 4.64249)
O (-1.67382, 4.24768, 6.65915)
H (5.38552, -4.32656, 0.90892)
S (-0.56597, 3.36759, 6.51649)
C (-5.74094, 3.98523, -2.16437)
H (-2.07375, -0.46465, -5.60216)
H (1.13006, 4.45162, -1.51906)
O (1.01397, -1.16358, 4.39697)
O (-0.31494, 3.18518, 4.89756)
H (4.73102, -0.70019, 6.03271)
C (0.61263, -0.65265, 0.14568)
H (-3.17064, 1.74889, -6.30178)
H (-3.36355, -0.11631, -4.41194)
H (1.34377, 1.96495, 4.92065)
O (-1.61050, -0.08374, -0.47878)
H (3.97691, -3.52424, 5.85658)
S (2.73123, -4.00477, -1.04615)
S (1.14253, 4.59083, 1.96697)
C (4.41586, -1.37903, 5.28437)
C (0.20383, 3.26574, 0.03516)
O (3.91772, -4.78526, -0.40671)
H (-3.75266, -1.64154, 0.91107)
O (2.36391, -1.52638, 2.38605)
H (-3.53908, -3.13113, -0.85606)
C (-3.72338, 0.79709, -6.31071)
H (-1.22171, 0.39769, 5.25196)
H (0.68321, -1.72017, -0.03556)
O (-5.35438, -1.59228, -7.93214)
C (-3.14285, -0.29663, -5.43212)
O (1.58168, -3.79934, -0.09384)
O (-2.36165, -3.92498, 0.71180)
H (4.87668, 1.74295, -2.74531)
C (-3.64601, -3.60159, 0.11140)
H (-6.27448, 1.96881, -2.87906)
O (-2.97642, -2.12284, -8.13497)
H (0.04787, 5.36140, -0.39678)
H (4.17283, -1.85394, 0.91207)
O (0.22985, 5.58064, 2.58134)
C (-5.60124, 2.49865, -2.19846)
O (0.63107, -0.09522, -1.22213)
H (2.92103, -2.19036, 6.36814)
H (-5.59862, 2.12110, -1.18355)
O (3.46939, -0.61074, 4.39567)
H (-5.34539, -2.50391, 0.91449)
O (-1.06214, 1.84784, 6.69741)
O (-1.09084, 0.72593, -2.81388)
O (-3.89299, -1.45782, -5.91350)
C (3.44811, 0.19397, -3.32824)
O (5.90816, -2.44624, -3.27949)
C (0.72947, 4.53846, -0.48820)
C (4.42527, -2.59630, 0.14205)
O (-3.64591, 0.16520, -7.57789)
C (4.40608, -3.96645, 0.68715)
S (-0.84077, -0.30781, -1.84736)
H (4.68310, 0.44784, -1.53315)
O (-2.13642, 3.42728, -2.52969)
S (5.32141, -1.32888, -3.94359)
O (-2.25020, -4.76275, 3.05627)
C (0.27145, 1.84377, 4.77289)

Summary:
Frontier orbital gap   0.3849 hartree
ΔE to the lowest compared entry with this formula, charge and spin   64.3 kcal per mole
E_LUMO   -0.013 Eh
Charge   0
Calculated total energy   -190466.0282 eV
F_max   5.962 eV/Å

Here is what Mulliken gives for the atomic charges, in e:
1 H 0.33
2 O -0.70
3 O -0.36
4 C -0.02
5 H 0.33
6 S 1.26
7 H -0.36
8 H -0.84
9 H 0.38
10 H 0.21
11 C -0.32
12 O -0.58
13 O -0.57
14 H 0.35
15 O -0.38
16 O -0.62
17 O -0.57
18 C -0.03
19 O -0.34
20 O -0.36
21 S 0.96
22 C -0.51
23 O -0.34
24 H 0.31
25 H 0.36
26 H -0.17
27 C 0.90
28 H -0.21
29 H 0.27
30 O -0.35
31 O -0.09
32 S 1.01
33 S 1.07
34 H 0.31
35 O -0.16
36 O -0.10
37 O -0.09
38 O -0.60
39 H -0.04
40 H 0.29
41 H 0.24
42 O -0.54
43 H 0.34
44 S 1.02
45 C -0.25
46 H 0.21
47 H 0.30
48 O -0.63
49 O -0.21
50 H 0.33
51 C -0.38
52 H 0.28
53 H 0.04
54 H 0.21
55 O -0.25
56 H 0.33
57 S 0.94
58 S 1.10
59 C -0.21
60 C 0.28
61 O -0.40
62 H 0.03
63 O -0.07
64 H 0.23
65 C -0.28
66 H 0.20
67 H -0.16
68 O -0.57
69 C 0.02
70 O -0.44
71 O -0.30
72 H 0.39
73 C -0.29
74 H 0.35
75 O -0.56
76 H 0.40
77 H 0.15
78 O -0.58
79 C -0.57
80 O -0.18
81 H 0.33
82 H 0.31
83 O -0.36
84 H 0.34
85 O -0.40
86 O -0.55
87 O -0.27
88 C 0.37
89 O -0.52
90 C -0.30
91 C -0.25
92 O -0.31
93 C -0.32
94 S 1.51
95 H 0.22
96 O -0.63
97 S 1.11
98 O -0.61
99 C 0.18

---

Record 3
Formula: C26H32BeN6O3S2
Source: the OMol25 dataset
Level of theory: the ωB97M-V functional and the def2-TZVPD basis

Element x y z (Å)
C (-0.45172, 3.53071, -0.01489)
C (-1.38160, -3.16956, -0.45027)
H (-1.76826, -4.06268, 0.04771)
H (-3.39711, 5.10244, 0.48926)
H (-1.49764, 0.17429, 5.89238)
N (4.30144, 0.58311, -4.79220)
C (-1.57510, -2.04158, -4.83046)
N (3.85228, -1.12551, -3.31621)
C (-1.37848, 4.55691, 0.00229)
H (-2.23144, -1.64667, 0.88675)
C (-2.00518, 2.06215, 0.84776)
N (-0.77526, 2.28082, 0.36432)
H (0.47475, -2.08339, -0.54476)
C (2.22132, 0.70463, -2.00831)
H (0.65416, -3.81657, -0.38552)
H (2.21384, 4.72511, 1.07802)
O (-0.03864, -0.27766, 1.28220)
C (-2.50615, -1.31048, -2.76194)
H (-1.41879, -3.38754, -1.51916)
C (1.16314, -1.92680, 5.85339)
H (-0.43997, -1.07296, -3.26300)
H (1.78789, -2.49877, 6.52570)
O (-0.91181, -0.00797, -1.14568)
C (-3.92548, -2.34020, -4.38231)
C (-3.77180, -1.73527, -3.14452)
H (-4.90265, -2.67932, -4.69794)
C (3.68452, 0.15176, -3.69445)
C (-0.44570, -0.42919, 4.12727)
C (0.98819, 3.77975, -0.38903)
N (1.84663, 3.83326, 0.78862)
H (4.45632, -1.75529, -3.81541)
H (-2.20187, 1.05777, 1.19887)
H (4.91440, -0.00087, -5.33267)
C (-0.68664, -0.42122, 5.49525)
H (-1.04768, 0.15714, 3.44689)
H (3.45145, -1.44699, -2.45280)
H (0.96144, -3.58132, 1.87704)
C (1.42658, -1.93883, 4.49348)
C (0.60460, -1.19758, 3.65227)
H (-0.73004, -2.15371, -5.49684)
C (-1.40234, -1.44384, -3.58949)
H (2.26278, -2.50896, 4.10495)
C (-2.66012, 4.31063, 0.46682)
S (0.95761, -1.25501, 1.92858)
C (2.14913, 2.75347, 1.52823)
H (3.29303, 1.99264, 3.14145)
O (1.68400, 1.64181, 1.25777)
C (0.25614, -2.84512, 1.48788)
H (3.99050, 3.44435, 2.38609)
Be (0.28415, 0.80773, 0.10128)
H (-3.94675, 2.80862, 1.32809)
H (-2.95503, -2.95682, -6.19059)
C (-2.35131, -2.03739, -0.12674)
N (2.93656, 1.01133, -3.02942)
C (-2.97176, 3.04226, 0.92539)
C (-2.82824, -2.49313, -5.22162)
H (-3.38697, -2.37678, -0.21795)
C (0.10907, -1.16977, 6.35118)
H (4.16530, 1.53949, -5.07313)
H (1.34657, 3.00997, -1.07200)
H (-0.67522, -2.93881, 2.04899)
H (2.58651, 3.58987, 3.44463)
C (0.07592, -2.96225, -0.03442)
H (-4.62912, -1.59273, -2.49644)
H (-0.08638, -1.15813, 7.41481)
H (-1.08827, 5.54468, -0.32907)
H (1.07832, 4.73552, -0.89845)
C (3.06675, 2.95630, 2.69717)
N (1.55242, 0.52767, -1.07640)
S (-2.32717, -0.56954, -1.16869)

Summary:
Frontier orbital gap   0.3437 hartree
ΔE to the lowest compared entry with this formula, charge and spin   2.7 kcal per mole
E_LUMO   -0.166 Eh
Charge   +2
Calculated total energy   -64628.3708 eV
F_max   0.644 eV/Å

Here is what Mulliken gives for the atomic charges, in e:
1 C 0.98
2 C -1.12
3 H 0.45
4 H 0.43
5 H 0.44
6 N -0.37
7 C -0.61
8 N -0.32
9 C -0.93
10 H 0.13
11 C 0.17
12 N 0.50
13 H -0.18
14 C 1.42
15 H 0.61
16 H 0.29
17 O 0.02
18 C 0.55
19 H 0.43
20 C -0.67
21 H 0.46
22 H 0.43
23 O -0.20
24 C -0.69
25 C -0.47
26 H 0.42
27 C 0.59
28 C -0.11
29 C -0.70
30 N -0.04
31 H 0.20
32 H 0.44
33 H 0.20
34 C -0.84
35 H 0.35
36 H 0.14
37 H 0.56
38 C -0.59
39 C 0.75
40 H 0.42
41 C -0.33
42 H 0.47
43 C -0.46
44 S 0.22
45 C 0.65
46 H 0.32
47 O -0.50
48 C -0.94
49 H 0.42
50 Be 0.00
51 H 0.50
52 H 0.41
53 C -0.53
54 N -0.75
55 C -1.36
56 C -0.52
57 H 0.76
58 C -0.53
59 H 0.24
60 H -0.42
61 H 0.48
62 H 0.39
63 C -0.18
64 H 0.45
65 H 0.42
66 H 0.49
67 H 0.63
68 C -1.59
69 N -0.35
70 S 0.08

---

Record 4
Formula: C3H13NO2S
Source: the OMol25 dataset
Level of theory: the ωB97M-V functional and the def2-TZVPD basis

Element x y z (Å)
H (-1.79563, -0.89606, 1.35330)
H (-2.43820, 0.63960, 3.57779)
C (-1.35313, 0.04318, 1.70307)
C (-2.27256, 0.91735, 2.54387)
H (0.21189, -1.15588, 1.77584)
N (-0.06423, -0.33521, 2.28806)
C (-1.16577, 0.80276, 0.36320)
H (1.57757, -1.99905, -6.22890)
H (1.89132, -1.27456, -4.97472)
H (-3.20185, 0.83942, 1.96374)
H (-2.13253, 1.05726, -0.06616)
H (0.82854, 0.55161, -1.03476)
O (1.59728, -2.15792, -5.28080)
H (3.31185, 0.99923, 0.38685)
O (2.65338, 1.19982, 1.07508)
H (-0.56568, 1.69920, 0.50711)
H (-2.00962, 1.98045, 2.54910)
H (3.01464, 0.90598, 1.90404)
H (0.61566, 0.40955, 2.25560)
S (-0.28577, -0.23757, -0.91051)

Summary:
Frontier orbital gap   0.3417 hartree
ΔE to the lowest compared entry with this formula, charge and spin   16.3 kcal per mole
E_LUMO   0.015 Eh
Charge   0
Calculated total energy   -19741.7368 eV
F_max   1.642 eV/Å
Structure (SMILES)   C[C@H](N)CS.O.O

Here is what Mulliken gives for the atomic charges, in e:
1 H 0.40
2 H 0.37
3 C 0.11
4 C -1.34
5 H 0.30
6 N -0.63
7 C -0.78
8 H 0.32
9 H 0.31
10 H 0.35
11 H 0.39
12 H 0.10
13 O -0.63
14 H 0.31
15 O -0.60
16 H 0.40
17 H 0.30
18 H 0.31
19 H 0.24
20 S -0.24

---

What did the fourth record say?
Formula: C3H13NO2S
Source: the OMol25 dataset
Level of theory: the ωB97M-V functional and the def2-TZVPD basis

Element x y z (Å)
H (-1.79563, -0.89606, 1.35330)
H (-2.43820, 0.63960, 3.57779)
C (-1.35313, 0.04318, 1.70307)
C (-2.27256, 0.91735, 2.54387)
H (0.21189, -1.15588, 1.77584)
N (-0.06423, -0.33521, 2.28806)
C (-1.16577, 0.80276, 0.36320)
H (1.57757, -1.99905, -6.22890)
H (1.89132, -1.27456, -4.97472)
H (-3.20185, 0.83942, 1.96374)
H (-2.13253, 1.05726, -0.06616)
H (0.82854, 0.55161, -1.03476)
O (1.59728, -2.15792, -5.28080)
H (3.31185, 0.99923, 0.38685)
O (2.65338, 1.19982, 1.07508)
H (-0.56568, 1.69920, 0.50711)
H (-2.00962, 1.98045, 2.54910)
H (3.01464, 0.90598, 1.90404)
H (0.61566, 0.40955, 2.25560)
S (-0.28577, -0.23757, -0.91051)

Summary:
Frontier orbital gap   0.3417 hartree
ΔE to the lowest compared entry with this formula, charge and spin   16.3 kcal per mole
E_LUMO   0.015 Eh
Charge   0
Calculated total energy   -19741.7368 eV
F_max   1.642 eV/Å
Structure (SMILES)   C[C@H](N)CS.O.O

Here is what Mulliken gives for the atomic charges, in e:
1 H 0.40
2 H 0.37
3 C 0.11
4 C -1.34
5 H 0.30
6 N -0.63
7 C -0.78
8 H 0.32
9 H 0.31
10 H 0.35
11 H 0.39
12 H 0.10
13 O -0.63
14 H 0.31
15 O -0.60
16 H 0.40
17 H 0.30
18 H 0.31
19 H 0.24
20 S -0.24